1.
This record from the OMol25 dataset describes C24H24AuGeN2O3S3SbSe as an isolated structure. The level of theory is ωB97M-V/def2-TZVPD.

```
! wB97M-V def2-TZVPD RIJCOSX def2/J DEFGRID3
* xyz -1 4
Au -1.59048 2.86518 0.51350
Sb 1.49158 4.20033 0.31299
Se -0.55878 6.54808 -1.68514
Ge 0.45024 -2.08807 0.01697
S -0.24970 3.71943 -1.36962
S 1.79639 6.50006 -0.17115
S -0.29084 4.22253 1.92772
O -3.88470 3.32389 1.55096
O -0.94943 0.31459 0.47999
O -2.69915 1.20277 -0.54338
N -5.83272 4.34936 1.14119
N -2.53585 8.25691 -0.20978
C 1.53990 -0.69014 3.87218
C 1.90599 0.87682 -2.71969
C -2.28356 -1.12660 -0.82399
C 1.53536 -6.19333 -2.23416
C -1.95512 0.22686 -0.24233
C 1.50947 -0.83426 -1.05572
C 0.94249 -0.82573 2.62739
C 1.07867 -5.07001 -0.15743
C 2.01452 -2.94068 2.35332
C 1.34673 -6.23600 -0.86349
C -1.77523 7.59913 -0.77767
C -3.76354 5.45669 0.48490
C 1.44639 -4.97606 -2.89072
C 2.88550 -0.88430 -0.83703
C -1.51085 -2.24210 -0.14117
C 1.15970 -1.96403 1.84415
C -4.47810 4.28839 1.10190
C 3.26924 0.82066 -2.48084
C 2.61151 -2.80882 3.60083
C 1.18152 -3.81899 -2.17539
C 3.75870 -0.06301 -1.53251
C 2.37175 -1.68229 4.36644
C 0.99954 -3.83075 -0.78901
C 1.03692 0.06221 -2.00761
H -1.69822 -3.19529 -0.63805
H 3.27282 -3.58505 3.96488
H 1.59198 -4.92529 -3.96236
H 0.31220 -0.03350 2.26290
H 1.50978 1.57743 -3.44069
H -3.41804 5.16825 -0.51045
H 1.35715 0.20817 4.44863
H -2.87547 5.68307 1.07186
H -1.87033 -2.33228 0.88722
H 1.74839 -7.09988 -2.78590
H -0.02279 0.16119 -2.19671
H -3.36378 -1.27327 -0.74539
H -6.33035 3.52856 1.44127
H 0.90206 -5.15577 0.90751
H 3.28808 -1.56408 -0.09455
H -4.38571 6.34573 0.39561
H 1.40438 -7.17976 -0.33615
H 4.82010 -0.10780 -1.32704
H 3.94411 1.47148 -3.02090
H -6.33111 5.09863 0.69865
H -2.06786 -1.08494 -1.89607
H 2.25383 -3.81507 1.76555
H 2.84114 -1.57018 5.33564
H 1.14356 -2.87910 -2.71207
*
```

Results
DFT total energy: -199000.964 eV
LUMO energy (alpha / beta): 2.56 / 0.51 eV
Energy relative to the best compared isomer or geometry (same formula, charge and spin): 0.325 eV
⟨S²⟩: 3.77
E_HOMO (alpha / beta): -0.1830 / -0.1975 hartree
Gap between HOMO and LUMO (alpha / beta): 7.5 / 5.9 eV



2.
This record from the OMol25 dataset describes a 2-piece molecular cluster, C24H24BCl4NO2 overall. The level of theory is ωB97M-V/def2-TZVPD.

```
! wB97M-V def2-TZVPD RIJCOSX def2/J DEFGRID3
* xyz 0 1
Cl -0.11854 -2.03110 -3.32010
Cl 0.71897 -4.94417 -2.97402
Cl 0.08433 -3.44381 5.50441
Cl -2.30457 -4.20686 -3.19815
O -1.45877 2.61543 0.28181
O -0.73811 -3.57052 -1.11537
N -1.43745 -0.22186 -0.48574
C -0.28432 1.94174 -0.15592
C -0.92390 -3.91643 1.68069
C 1.38639 -3.26536 3.15185
C -2.54559 0.19396 -2.58452
C 0.35897 0.05645 3.09144
C 1.41558 -3.18657 1.76807
C -1.53356 1.30951 -2.30485
C 2.40831 1.18814 2.48057
C 2.25161 3.64327 -2.47592
C 0.45716 1.38462 1.07277
C -0.66293 0.80416 -1.12365
C 0.12665 4.36758 -0.79287
C 0.24272 -3.44520 1.02023
C 0.50460 3.02782 -0.91017
C 1.57827 2.66557 -1.73496
C -0.26595 0.58217 1.95828
C 0.23025 -3.14329 -0.37868
C -2.53248 -0.70241 -1.33018
C 0.17426 -3.55030 3.79665
C 1.77709 1.73551 1.35841
C 0.79658 5.34515 -1.54447
C -0.95866 -3.94878 3.06436
C 1.85843 4.98340 -2.38239
C 1.70729 0.33299 3.33713
B -0.63136 -3.71924 -2.59330
H -2.06878 2.21375 -1.98145
H 3.45296 1.43577 2.66946
H -1.79310 -4.19983 1.08766
H 0.26717 0.33045 -1.48921
H 2.32001 -2.90483 1.23123
H 1.10147 -2.69621 -0.87151
H -0.70026 4.64483 -0.13043
H 0.46895 6.38416 -1.46793
H 3.07539 3.34547 -3.13027
H -2.40816 -1.76626 -1.57144
H 2.31393 2.42198 0.69755
H -1.86314 -4.25237 3.58972
H 2.27256 -3.04994 3.74861
H -1.31389 0.34348 1.75149
H 2.21920 -0.11869 4.19382
H -2.21956 -0.39128 -3.44577
H -3.47623 -0.58214 -0.78260
H -2.05797 1.98254 0.71961
H -0.21047 -0.58902 3.76536
H -0.88625 -0.96534 -0.06433
H -3.54388 0.59931 -2.76840
H 1.88721 1.61464 -1.78606
H -0.89626 1.57181 -3.15604
H 2.37781 5.74616 -2.97050
*
```

Results
DFT total energy: -81632.221 eV
LUMO energy: -2.50 eV
E_HOMO: -0.3153 hartree
Gap between HOMO and LUMO: 6.1 eV



3.
This record from the OMol25 dataset describes C24H24BGdN6O4S2 as an isolated structure. The level of theory is ωB97M-V/def2-TZVPD.

```
! wB97M-V def2-TZVPD RIJCOSX def2/J DEFGRID3
* xyz -2 8
Gd -0.22516 -0.36129 -0.81916
S -3.53665 0.51973 -4.23036
S 2.82582 1.44730 -4.16773
O 0.94815 -4.41441 4.90138
O -0.82176 -2.13671 -1.75553
O -0.73139 -5.79437 4.25149
O 1.30774 -1.65368 -2.17593
N 1.01227 1.16235 -2.38826
N -3.90553 0.26138 -1.56105
N -1.74551 0.73686 -2.41179
N 0.19691 1.43719 0.59580
N -0.82402 -1.78528 1.07060
N 3.17826 1.34350 -1.47692
C -1.05870 0.96586 -3.63143
C -0.28863 -4.11843 1.76803
C -0.65272 -2.43522 3.38485
C 2.55629 -7.37007 1.42115
C 0.06177 2.58511 0.68922
C 2.05297 -5.66597 -0.20671
C 0.48788 -2.37853 -1.49169
C 3.30446 -2.93490 -0.73791
C 2.16744 -7.00397 0.13430
C 2.83241 -6.38094 2.34961
C 0.32786 1.16775 -3.62198
C 2.18096 -3.18320 0.28585
C -2.99528 0.48753 -2.59233
C 2.73265 -5.03754 1.99665
C 1.17357 1.33013 -4.71956
C 0.77800 -2.98006 -0.28698
C -0.88831 -1.50662 2.33226
C -0.35932 -3.76991 3.09474
C 2.42754 -2.23203 1.46848
C -1.90986 0.89980 -4.75301
C 2.28253 1.28275 -2.53690
C 2.33166 -4.65754 0.71840
C -0.44379 -3.14794 0.65589
C -0.04740 -4.75490 4.21878
B -0.04390 4.16306 0.83869
H -0.78632 4.39716 1.77769
H 2.88719 -4.29442 2.76623
H 3.33636 -1.89527 -1.05633
H -4.62070 -0.40621 -1.80714
H 3.17512 -3.53682 -1.63779
H 4.24886 -3.21178 -0.25970
H -0.48504 4.59514 -0.20763
H 3.08342 -6.64070 3.37006
H 1.70157 -5.38187 -1.19317
H -3.48341 0.02594 -0.67465
H 0.93622 1.27047 -5.76750
H -1.26362 -3.50758 0.02728
H -0.66452 -2.09562 4.41197
H 1.82609 -2.45691 2.34988
H 2.20414 -1.20475 1.16768
H 1.08729 4.56532 1.05120
H -1.65479 0.93756 -5.79729
H 2.61596 -8.41474 1.70144
H -1.08955 -0.46674 2.58305
H 1.92604 -7.76740 -0.59714
H 4.00535 0.78110 -1.60490
H -0.13034 -5.15470 1.49852
H 2.74335 1.19525 -0.57752
H 3.47941 -2.25709 1.76904
*
```

Results
DFT total energy: -85588.358 eV
LUMO energy (alpha / beta): 3.94 / 3.90 eV
Energy relative to the best compared isomer or geometry (same formula, charge and spin): 4.611 eV
⟨S²⟩: 15.88
E_HOMO (alpha / beta): 0.0098 / -0.0881 hartree
Gap between HOMO and LUMO (alpha / beta): 3.7 / 6.3 eV



- DFT total energy of number 2 (C24H24BCl4NO2)?
  -81632.221 eV



Copy entry 1 word for word.
This record from the OMol25 dataset describes C24H24AuGeN2O3S3SbSe as an isolated structure. The level of theory is ωB97M-V/def2-TZVPD.

```
! wB97M-V def2-TZVPD RIJCOSX def2/J DEFGRID3
* xyz -1 4
Au -1.59048 2.86518 0.51350
Sb 1.49158 4.20033 0.31299
Se -0.55878 6.54808 -1.68514
Ge 0.45024 -2.08807 0.01697
S -0.24970 3.71943 -1.36962
S 1.79639 6.50006 -0.17115
S -0.29084 4.22253 1.92772
O -3.88470 3.32389 1.55096
O -0.94943 0.31459 0.47999
O -2.69915 1.20277 -0.54338
N -5.83272 4.34936 1.14119
N -2.53585 8.25691 -0.20978
C 1.53990 -0.69014 3.87218
C 1.90599 0.87682 -2.71969
C -2.28356 -1.12660 -0.82399
C 1.53536 -6.19333 -2.23416
C -1.95512 0.22686 -0.24233
C 1.50947 -0.83426 -1.05572
C 0.94249 -0.82573 2.62739
C 1.07867 -5.07001 -0.15743
C 2.01452 -2.94068 2.35332
C 1.34673 -6.23600 -0.86349
C -1.77523 7.59913 -0.77767
C -3.76354 5.45669 0.48490
C 1.44639 -4.97606 -2.89072
C 2.88550 -0.88430 -0.83703
C -1.51085 -2.24210 -0.14117
C 1.15970 -1.96403 1.84415
C -4.47810 4.28839 1.10190
C 3.26924 0.82066 -2.48084
C 2.61151 -2.80882 3.60083
C 1.18152 -3.81899 -2.17539
C 3.75870 -0.06301 -1.53251
C 2.37175 -1.68229 4.36644
C 0.99954 -3.83075 -0.78901
C 1.03692 0.06221 -2.00761
H -1.69822 -3.19529 -0.63805
H 3.27282 -3.58505 3.96488
H 1.59198 -4.92529 -3.96236
H 0.31220 -0.03350 2.26290
H 1.50978 1.57743 -3.44069
H -3.41804 5.16825 -0.51045
H 1.35715 0.20817 4.44863
H -2.87547 5.68307 1.07186
H -1.87033 -2.33228 0.88722
H 1.74839 -7.09988 -2.78590
H -0.02279 0.16119 -2.19671
H -3.36378 -1.27327 -0.74539
H -6.33035 3.52856 1.44127
H 0.90206 -5.15577 0.90751
H 3.28808 -1.56408 -0.09455
H -4.38571 6.34573 0.39561
H 1.40438 -7.17976 -0.33615
H 4.82010 -0.10780 -1.32704
H 3.94411 1.47148 -3.02090
H -6.33111 5.09863 0.69865
H -2.06786 -1.08494 -1.89607
H 2.25383 -3.81507 1.76555
H 2.84114 -1.57018 5.33564
H 1.14356 -2.87910 -2.71207
*
```

Results
DFT total energy: -199000.964 eV
LUMO energy (alpha / beta): 2.56 / 0.51 eV
Energy relative to the best compared isomer or geometry (same formula, charge and spin): 0.325 eV
⟨S²⟩: 3.77
E_HOMO (alpha / beta): -0.1830 / -0.1975 hartree
Gap between HOMO and LUMO (alpha / beta): 7.5 / 5.9 eV



- What is the formula in the first record?
  C24H24AuGeN2O3S3SbSe